1.
{"formula": "CH3N2O2", "method": "ωB97M-V/def2-TZVPD", "species": ["N", "C", "N", "O", "O", "H", "H", "H"], "xyz": [[-1.116, -0.284, -0.017], [-0.137, 0.514, 0.106], [1.198, -0.043, 0.082], [1.251, -1.245, 0.042], [2.125, 0.873, -0.046], [-2.110, -0.067, -0.169], [-0.877, -1.266, 0.050], [-0.335, 1.518, -0.048]], "nbo_charge": [-0.54, 0.40, 0.43, -0.25, -0.24, 0.48, 0.46, 0.26], "total_charge": 1, "smiles": "[NH2+]=C[N+](=O)[O-]", "molar_mass_g_mol": 75.0, "total_energy_ev": -8148.577, "orbital_gap_ev": [9.367, 9.364], "de_lowest_ev": 2.5567}

2.
{"formula": "C15H30F12O15P2V", "method": "ωB97M-V/def2-TZVPD", "species": ["V", "P", "F", "F", "F", "F", "F", "F", "P", "F", "F", "F", "F", "F", "F", "C", "O", "C", "O", "O", "C", "H", "H", "H", "H", "H", "H", "C", "O", "C", "O", "O", "C", "H", "H", "H", "H", "H", "H", "C", "O", "C", "O", "O", "C", "H", "H", "H", "H", "H", "H", "C", "O", "C", "O", "O", "C", "H", "H", "H", "H", "H", "H", "C", "O", "C", "O", "O", "C", "H", "H", "H", "H", "H", "H"], "xyz": [[-0.415, -0.047, -0.079], [-3.321, 2.490, 2.821], [-3.764, 1.007, 2.288], [-1.953, 1.784, 3.338], [-2.611, 2.704, 1.405], [-2.733, 3.822, 3.485], [-4.634, 3.155, 2.260], [-4.067, 2.204, 4.255], [2.199, -3.220, -3.497], [2.243, -4.565, -4.409], [2.874, -2.396, -4.714], [0.664, -2.865, -4.091], [2.281, -1.758, -2.802], [1.526, -3.846, -2.111], [3.615, -3.539, -2.881], [3.843, -0.159, 5.113], [4.869, -0.261, 4.116], [4.611, -0.335, 2.762], [3.442, -0.384, 2.225], [5.677, -0.696, 2.091], [6.892, -0.826, 2.736], [3.382, -1.098, 5.422], [3.091, 0.546, 4.761], [4.243, 0.494, 5.889], [7.105, 0.000, 3.413], [7.698, -0.701, 2.013], [6.770, -1.788, 3.234], [-0.803, 1.950, -6.655], [-1.481, 3.022, -5.999], [-1.891, 2.779, -4.744], [-1.498, 1.799, -4.036], [-2.608, 3.780, -4.235], [-3.027, 4.838, -4.971], [-0.931, 2.179, -7.713], [-1.268, 0.971, -6.541], [0.233, 1.744, -6.383], [-4.037, 4.647, -5.335], [-2.372, 5.083, -5.807], [-3.009, 5.716, -4.325], [-1.768, -2.971, 5.709], [-0.677, -3.701, 5.271], [-0.203, -3.686, 4.033], [-0.727, -3.084, 3.076], [0.820, -4.555, 3.912], [1.169, -5.446, 4.972], [-2.365, -3.470, 6.472], [-2.463, -2.501, 5.013], [-1.398, -2.111, 6.267], [2.233, -5.678, 4.928], [0.479, -6.282, 4.865], [1.009, -5.028, 5.966], [1.183, 6.003, 0.039], [2.203, 5.718, -0.936], [2.461, 4.482, -1.236], [1.822, 3.501, -0.791], [3.438, 4.521, -2.157], [3.991, 3.378, -2.753], [1.221, 7.078, 0.215], [1.307, 5.501, 0.998], [0.155, 5.850, -0.289], [3.384, 2.994, -3.572], [3.935, 2.518, -2.086], [5.028, 3.590, -3.017], [-3.779, -5.038, -0.934], [-4.821, -4.104, -1.219], [-4.639, -2.825, -1.434], [-3.552, -2.223, -1.325], [-5.808, -2.337, -1.615], [-5.970, -0.904, -1.944], [-3.503, -5.615, -1.817], [-4.106, -5.682, -0.118], [-2.848, -4.558, -0.633], [-6.851, -0.452, -1.490], [-6.084, -0.808, -3.024], [-5.112, -0.302, -1.642]], "mulliken_spin": [3.01, 0.00, 0.00, 0.00, 0.00, 0.00, 0.00, 0.00, 0.00, 0.00, 0.00, 0.00, 0.00, 0.00, 0.00, 0.00, 0.00, 0.00, 0.00, 0.00, 0.00, 0.00, 0.00, 0.00, 0.00, 0.00, 0.00, 0.00, 0.00, 0.00, 0.00, 0.00, 0.00, 0.00, 0.00, 0.00, 0.00, 0.00, 0.00, 0.00, 0.00, 0.00, 0.00, 0.00, 0.00, 0.00, 0.00, 0.00, 0.00, 0.00, 0.00, 0.00, 0.00, 0.00, 0.00, 0.00, 0.00, 0.00, 0.00, 0.00, 0.00, 0.00, 0.00, 0.00, 0.00, 0.00, 0.00, 0.00, 0.00, 0.00, 0.00, 0.00, 0.00, 0.00, 0.00], "molar_mass_g_mol": 791.3, "total_energy_ev": -123629.719, "s_squared": 3.76, "orbital_gap_ev": [3.284, 4.779], "de_lowest_ev": 13.9490, "spin_multiplicity": 4}

3.
{"formula": "C9H9OP", "method": "ωB97M-V/def2-TZVPD", "species": ["C", "C", "C", "P", "O", "C", "C", "C", "C", "C", "C", "H", "H", "H", "H", "H", "H", "H", "H", "H"], "xyz": [[-1.725, -1.605, 2.444], [-1.015, -0.314, 2.237], [-0.104, 0.650, 2.518], [-0.863, 0.945, 0.943], [-1.908, 1.975, 0.909], [0.095, 0.617, -0.521], [1.335, 1.228, -0.677], [1.910, 1.204, -1.931], [1.540, 0.278, -2.836], [0.564, -0.693, -2.501], [-0.302, -0.384, -1.468], [-2.688, -1.518, 2.830], [-1.233, -2.098, 3.398], [-1.641, -2.300, 1.640], [0.550, 0.804, 3.316], [1.787, 1.865, 0.044], [2.698, 1.748, -2.335], [2.058, 0.137, -3.739], [0.232, -1.540, -3.010], [-1.288, -0.999, -1.260]], "nbo_charge": [-0.66, -0.22, -0.51, 1.82, -1.07, -0.43, -0.15, -0.22, -0.18, -0.22, -0.17, 0.25, 0.21, 0.24, 0.22, 0.22, 0.22, 0.21, 0.22, 0.23], "smiles": "CC1=C[P@@]1(=O)c1ccccc1", "molar_mass_g_mol": 164.1, "total_energy_ev": -20812.357, "orbital_gap_ev": 9.348, "de_lowest_ev": 1.2247}